{"formula": "C19H20N3O4Rh", "method": "ωB97M-V/def2-TZVPD", "species": ["Rh", "O", "C", "C", "C", "C", "C", "C", "C", "N", "C", "C", "N", "C", "C", "C", "C", "C", "C", "C", "O", "H", "H", "H", "H", "H", "H", "H", "H", "H", "H", "H", "H", "H", "H", "N", "C", "C", "C", "O", "O", "H", "H", "H", "H", "H", "H"], "positions_angstrom": [[-0.08665, 0.02614, 0.06630], [-0.52458, 0.17285, -1.96677], [0.07906, 1.05358, -2.71200], [0.25046, 0.77657, -4.08675], [0.81399, 1.69461, -4.93727], [1.25337, 2.94550, -4.47825], [1.11743, 3.23576, -3.14659], [0.53911, 2.32054, -2.24416], [0.42755, 2.74592, -0.87922], [-0.13055, 2.09032, 0.07626], [-0.11654, 2.64545, 1.44349], [-0.40089, 1.50966, 2.44056], [0.39942, 0.39763, 1.97431], [1.13897, -0.36681, 2.69437], [2.14257, -1.19334, 2.10381], [2.89695, -2.04890, 2.92738], [3.97712, -2.73634, 2.44264], [4.34198, -2.54703, 1.09995], [3.63239, -1.71419, 0.27245], [2.48729, -1.02759, 0.73109], [1.86857, -0.25030, -0.11843], [-0.08162, -0.19030, -4.44063], [0.92867, 1.44296, -5.98477], [1.69231, 3.66004, -5.16006], [1.45124, 4.19462, -2.76450], [0.85551, 3.72784, -0.65427], [-0.86731, 3.43317, 1.54254], [0.86470, 3.07923, 1.65082], [-1.45709, 1.23365, 2.41006], [-0.14822, 1.81444, 3.45882], [1.08748, -0.30158, 3.78256], [2.60448, -2.15312, 3.96653], [4.54239, -3.40358, 3.07769], [5.20396, -3.07144, 0.70516], [3.90985, -1.57808, -0.76416], [-2.20134, 0.15411, 0.04378], [-2.99335, -1.08008, 0.22484], [-2.30555, -2.22903, -0.50504], [-1.14391, -2.75090, 0.32755], [-1.19459, -3.84608, 0.85443], [-0.14170, -1.93594, 0.47981], [-2.59470, 0.92819, 0.56771], [-2.23036, 0.41635, -0.94349], [-4.00083, -0.93272, -0.17140], [-3.08498, -1.28850, 1.29198], [-1.93373, -1.85946, -1.46480], [-3.00300, -3.04395, -0.68326]], "total_charge": 0, "orbital_gap_ev": [7.301, 7.302], "molar_mass_g_mol": 457.3}


{"formula": "C2H5N3O2", "method": "ωB97M-V/def2-TZVPD", "species": ["C", "C", "N", "N", "N", "O", "O", "H", "H", "H", "H", "H"], "positions_angstrom": [[0.03632, 0.93098, 0.45451], [0.98251, -0.04283, -0.14656], [-1.15662, 0.14697, -0.03572], [1.41044, 0.00349, -1.43642], [-1.46400, -0.80556, 0.84965], [-0.82722, -1.17703, 1.83447], [-2.56438, -1.21885, 0.53359], [-0.05055, 1.08389, 1.53871], [-0.05456, 1.89292, 0.05811], [0.79914, -1.03735, 0.36655], [1.49200, -0.68731, -2.14901], [1.39692, 0.91067, -1.86788]], "total_charge": 0, "orbital_gap_ev": 8.427, "molar_mass_g_mol": 103.1}


{"formula": "C38H102N2O12", "method": "ωB97M-V/def2-TZVPD", "species": ["C", "O", "C", "C", "C", "N", "H", "H", "H", "H", "H", "H", "H", "H", "H", "H", "H", "C", "O", "C", "C", "C", "N", "H", "H", "H", "H", "H", "H", "H", "H", "H", "H", "H", "C", "C", "C", "O", "H", "H", "H", "H", "H", "H", "H", "H", "C", "C", "C", "O", "H", "H", "H", "H", "H", "H", "H", "H", "C", "C", "C", "O", "H", "H", "H", "H", "H", "H", "H", "H", "C", "C", "C", "O", "H", "H", "H", "H", "H", "H", "H", "H", "C", "C", "C", "O", "H", "H", "H", "H", "H", "H", "H", "H", "C", "C", "C", "O", "H", "H", "H", "H", "H", "H", "H", "H", "C", "C", "C", "O", "H", "H", "H", "H", "H", "H", "H", "H", "C", "C", "C", "O", "H", "H", "H", "H", "H", "H", "H", "H", "C", "C", "C", "O", "H", "H", "H", "H", "H", "H", "H", "H", "C", "C", "C", "O", "H", "H", "H", "H", "H", "H", "H", "H"], "positions_angstrom": [[15.14264, 18.61769, 8.82792], [14.80830, 17.35395, 8.37853], [13.67853, 17.19138, 7.55995], [13.46485, 15.72777, 7.24259], [12.27602, 15.54386, 6.39500], [13.18368, 15.08407, 8.56255], [15.20153, 19.32291, 7.94445], [16.15146, 18.58263, 9.29215], [14.40196, 19.08715, 9.52293], [12.78289, 17.55558, 8.12532], [13.80414, 17.81383, 6.63867], [14.37094, 15.29825, 6.72519], [12.11214, 14.48563, 6.08769], [12.39698, 16.00408, 5.42020], [11.33761, 15.93856, 6.80798], [13.98997, 15.18605, 9.19326], [13.04414, 14.06881, 8.52290], [15.56877, 13.74288, 14.73084], [14.84219, 13.52702, 13.53549], [15.50965, 14.21428, 12.45085], [15.19436, 15.73393, 12.61070], [13.73893, 15.89730, 12.55985], [15.93241, 16.49750, 11.57996], [16.58884, 13.45113, 14.63629], [15.05961, 13.04676, 15.48606], [15.55974, 14.80047, 15.11618], [16.59608, 14.00012, 12.49926], [15.13589, 13.76316, 11.49254], [15.67165, 16.02286, 13.61079], [13.45942, 16.95388, 12.71201], [13.29530, 15.18180, 13.26960], [13.43176, 15.67696, 11.53559], [16.46000, 15.96927, 10.86536], [15.50927, 17.33600, 11.14849], [16.12573, 18.94864, 15.18816], [16.85585, 17.95966, 16.07951], [16.70045, 18.31965, 17.59209], [16.32447, 16.64407, 15.89302], [16.56783, 19.94381, 15.18749], [15.12097, 19.15121, 15.54624], [16.07644, 18.57924, 14.16388], [17.90907, 18.00979, 15.85704], [16.96862, 19.36338, 17.65453], [17.32277, 17.63878, 18.19569], [15.66039, 18.15975, 17.93569], [17.11896, 16.08548, 16.06594], [19.22258, 13.96963, 6.85863], [18.78109, 15.22096, 7.63277], [18.41148, 16.28953, 6.66642], [17.70442, 14.93932, 8.53235], [20.32162, 13.99043, 6.54168], [18.60290, 13.82120, 5.95254], [19.09320, 13.08227, 7.45350], [19.68573, 15.53870, 8.20000], [18.02386, 17.21366, 7.07551], [17.68018, 15.91534, 5.91719], [19.27376, 16.55456, 6.16176], [16.93664, 15.39869, 8.20369], [12.99976, 16.84803, 16.34208], [11.59524, 17.34589, 16.21644], [10.60718, 16.76597, 17.30747], [11.48962, 18.72265, 16.59116], [13.50384, 17.12896, 17.25841], [13.63008, 17.17511, 15.53670], [12.98308, 15.76110, 16.39717], [11.22687, 17.19924, 15.20258], [9.67652, 17.33651, 17.25028], [10.99822, 16.85794, 18.32984], [10.40104, 15.69235, 17.05270], [12.24134, 19.15793, 16.21628], [17.96350, 13.95482, 18.10332], [19.31008, 14.45672, 17.44456], [19.85140, 13.43584, 16.42704], [19.01165, 15.68897, 16.84539], [17.31674, 13.67001, 17.24620], [17.61831, 14.82296, 18.61636], [18.01341, 13.09472, 18.71736], [20.02133, 14.65274, 18.23859], [20.88341, 13.62046, 16.12299], [19.25729, 13.47115, 15.52259], [19.81799, 12.42773, 16.84561], [19.64279, 15.81149, 16.08585], [12.53595, 20.79204, 13.08190], [13.02766, 20.93448, 11.63071], [14.46660, 21.32314, 11.62370], [13.00508, 19.71717, 10.93764], [12.99847, 19.86598, 13.46674], [11.44288, 20.71868, 13.13375], [12.84594, 21.61122, 13.73244], [12.40531, 21.63402, 11.09596], [14.66523, 22.15207, 12.25068], [15.05065, 21.46445, 10.71970], [15.00295, 20.43326, 12.10881], [12.13781, 19.46724, 10.61384], [14.14191, 9.67577, 15.09347], [14.86295, 9.64574, 13.79946], [16.33441, 10.20292, 13.80864], [14.71409, 8.24603, 13.42545], [14.50794, 8.89524, 15.84205], [13.08614, 9.51862, 14.92719], [14.24438, 10.63296, 15.60384], [14.29262, 10.17825, 13.02160], [16.42486, 11.21205, 13.45250], [16.97068, 9.52137, 13.19891], [16.73343, 10.19233, 14.83156], [15.09012, 8.01359, 12.57422], [10.76873, 12.68333, 11.17867], [11.53894, 13.00634, 12.44264], [10.71884, 13.07948, 13.67950], [12.50360, 11.92631, 12.57437], [10.32668, 11.72416, 11.33390], [11.35567, 12.79858, 10.28845], [9.92703, 13.40142, 11.14055], [12.04067, 13.97933, 12.30746], [10.08846, 12.16935, 13.78595], [10.01627, 13.91842, 13.58574], [11.27508, 13.27355, 14.62797], [13.18473, 12.42212, 13.07981], [14.77383, 10.74197, 8.70898], [15.61086, 12.00351, 8.97936], [16.84221, 11.75855, 9.89031], [16.01916, 12.61833, 7.79277], [14.02349, 10.88843, 7.92449], [14.21923, 10.48512, 9.63687], [15.39636, 9.90606, 8.45742], [14.96548, 12.69518, 9.53878], [17.51991, 11.08345, 9.35679], [16.57158, 11.19763, 10.83918], [17.37156, 12.70215, 10.17860], [16.80430, 13.19119, 7.96569], [19.06107, 18.19015, 12.59744], [19.46020, 16.94362, 13.27533], [20.45057, 16.20922, 12.39445], [19.95015, 17.27546, 14.62860], [18.75551, 17.96088, 11.56345], [19.80523, 18.98802, 12.61518], [18.21810, 18.56764, 13.11574], [18.51282, 16.33449, 13.46341], [21.43082, 16.65334, 12.21080], [19.99305, 15.97072, 11.42326], [20.67307, 15.30083, 12.98017], [20.67671, 17.93162, 14.58069], [10.24788, 16.86584, 11.42531], [10.51248, 17.22661, 9.99756], [9.37419, 16.93893, 9.07495], [10.63014, 18.72452, 10.04763], [11.07383, 17.26136, 12.04326], [10.08823, 15.77931, 11.59814], [9.39288, 17.34488, 11.87621], [11.45533, 16.81314, 9.64542], [8.42976, 17.35055, 9.45659], [9.30378, 15.78390, 9.07731], [9.52907, 17.36502, 8.02170], [10.29898, 19.07178, 9.20525]], "total_charge": 0, "orbital_gap_ev": 9.135, "molar_mass_g_mol": 779.2}


{"formula": "C5H10O2", "method": "ωB97M-V/def2-TZVPD", "species": ["O", "C", "C", "C", "C", "C", "O", "H", "H", "H", "H", "H", "H", "H", "H", "H", "H"], "positions_angstrom": [[-0.62396, 2.91059, -0.24114], [0.33714, 1.88640, -0.33506], [-0.24037, 0.48007, -0.45858], [0.86371, -0.57825, -0.52710], [0.13080, -1.82757, -0.04904], [-0.72116, -1.23441, 1.06056], [-1.03507, 0.11175, 0.67853], [-1.21909, 2.66572, 0.47878], [1.05338, 1.92283, 0.50148], [0.90406, 2.09018, -1.25075], [-0.88592, 0.46335, -1.35122], [1.63858, -0.29933, 0.19914], [1.32535, -0.65196, -1.51426], [0.74269, -2.61944, 0.39407], [-0.46230, -2.26417, -0.86433], [-0.12378, -1.19711, 1.98241], [-1.60804, -1.85763, 1.25602]], "total_charge": 0, "orbital_gap_ev": 10.702, "molar_mass_g_mol": 102.1}